[1]
Here is 4 unconnected molecules or ions with the total composition C4H15N2O5 in a non-equilibrium geometry from the Open Molecules 2025 dataset. Energies are from ωB97M-V/def2-TZVPD.

Computed properties:
- strongest force on any atom (eV/Å) = 6.39
- total energy (hartree) = -647.165259
- energy relative to the best compared isomer or geometry (same formula, charge and spin) (kcal/mol) = 53.02

```
! wB97M-V def2-TZVPD RIJCOSX def2/J DEFGRID3
* xyz -1 1
O 0.4118 1.2826 -0.9047
O -1.7524 1.4051 -0.7143
O 1.6641 3.1620 0.7625
O -0.4303 1.7740 -3.1807
O -3.4865 -0.2388 0.9225
N -0.6171 0.2905 1.0125
N 0.0173 -2.5722 -0.9420
C 1.4444 -1.0316 0.4149
C 0.7782 -2.4067 0.2991
C -0.6573 1.0414 -0.3210
C 0.7363 -0.0763 1.4207
H 0.6106 -0.3196 2.4940
H 1.3392 0.9243 1.3726
H 1.4702 -0.5752 -0.5533
H 0.2551 1.2556 -2.6927
H 2.5402 -1.2074 0.7612
H -1.2461 -0.4987 1.2072
H -1.1973 1.9030 -2.4114
H 1.3570 3.7529 0.1771
H 1.6885 2.2310 0.3411
H -3.1425 -0.0793 -0.0356
H -2.8684 0.3672 1.3180
H 1.6120 -3.2102 0.3520
H 0.1758 -2.6611 1.1976
H 0.2059 -1.9279 -1.6336
H -0.9087 -2.5846 -0.6637
*
```

=====

[2]
Here is 2 unconnected molecules or ions with the total composition C3H4N2O2S in a non-equilibrium geometry from the Open Molecules 2025 dataset. Energies are from ωB97M-V/def2-TZVPD.

Computed properties:
- strongest force on any atom (eV/Å) = 4.63
- total energy (hartree) = -774.758671
- energy relative to the best compared isomer or geometry (same formula, charge and spin) (kcal/mol) = 105.49
- SMILES = c1cscn1.O=NO

```
! wB97M-V def2-TZVPD RIJCOSX def2/J DEFGRID3
* xyz 0 1
S 1.2587 -1.3176 0.5045
O 1.5396 -1.0741 -3.0436
O 1.8103 0.6979 -1.8902
N 0.9193 -0.1634 -2.5513
N -0.1776 0.7424 1.0746
C -0.1992 -1.0938 -0.3644
C -0.8838 -0.0228 0.1921
C 1.0414 0.3278 1.2812
H -1.9443 0.0617 0.2101
H 1.7079 0.6611 2.0038
H 1.2698 1.3290 -1.5385
H -0.6715 -1.9409 -0.7512
*
```

=====

[3]
Here is a gas-phase ion, C6H7N4O2 (charge +1) in a non-equilibrium geometry from the Open Molecules 2025 dataset. Energies are from ωB97M-V/def2-TZVPD.

Computed properties:
- strongest force on any atom (eV/Å) = 5.39
- total energy (hartree) = -601.880756
- energy relative to the best compared isomer or geometry (same formula, charge and spin) (kcal/mol) = 0.22
- SMILES = N#C[C@H]1NC([NH3+])=CC=C1[N+](=O)[O-]

```
! wB97M-V def2-TZVPD RIJCOSX def2/J DEFGRID3
* xyz 1 1
O 4.4344 -1.3600 -0.4686
O 4.4989 0.3511 0.8416
N 1.6394 2.7865 -1.2768
N -1.7404 0.1233 0.0053
N 3.9400 -0.4430 0.1294
N 0.5900 0.7086 1.1203
C 1.9047 0.9839 0.5738
C 0.3349 -1.0169 -0.8415
C 1.8422 2.0084 -0.4678
C -0.3222 -0.1492 -0.0898
C 2.4936 -0.2697 -0.0205
C 1.7685 -1.1691 -0.6921
H -1.9799 1.0232 -0.4490
H -2.0196 0.1741 1.0009
H 0.0894 1.5705 1.3110
H 2.5502 1.3407 1.3923
H 2.2514 -2.0313 -1.1291
H -0.1638 -1.6450 -1.5660
H -2.2824 -0.6296 -0.4529
*
```

=====

[4]
Here is a single C23H35N3O3 molecule from the Open Molecules 2025 dataset. Energies are from ωB97M-V/def2-TZVPD.

Computed properties:
- strongest force on any atom (eV/Å) = 0.51
- total energy (hartree) = -1287.453010
- energy relative to the best compared isomer or geometry (same formula, charge and spin) (kcal/mol) = 9.57
- SMILES = CCOc1ccc(NC(=O)N(C2CCCCCC2)C2CCN(C(C)=O)CC2)cc1

```
! wB97M-V def2-TZVPD RIJCOSX def2/J DEFGRID3
* xyz 0 1
O 1.0553 -3.0408 -3.9195
O -0.1986 1.4399 1.8747
O 3.5148 5.3018 -1.7495
N -0.6930 -0.6249 1.0832
N 0.7182 0.7861 -0.1055
N -0.7648 -2.6442 -2.6648
C -0.9549 -1.5263 -0.0284
C 5.8285 4.6713 -2.2369
C -3.2423 -0.8729 4.6818
C -1.9394 -1.8876 -2.3050
C 1.2935 3.1654 0.1479
C -0.0209 -2.4902 -3.7914
C -3.8333 -0.9920 3.2758
C 3.0060 2.9180 -2.0264
C 0.2434 -2.3955 -0.4534
C -1.5778 -0.8332 -1.2529
C -0.0704 0.6034 1.0019
C -0.6135 -1.6322 -4.8891
C 2.0122 4.2507 -0.3023
C -1.4331 -0.8640 2.3263
C -1.1064 -2.2816 4.4017
C 4.5183 5.2704 -2.7414
C -1.1782 -2.2722 2.8741
C -0.2035 -3.3711 -1.5447
C 2.8790 4.1476 -1.3912
C -2.4541 -2.1145 5.0988
C 2.2836 1.8279 -1.5743
C 1.4258 1.9314 -0.4845
C -2.9162 -0.5093 2.1497
H 0.9303 -0.0229 -0.6656
H -0.9629 -4.0567 -1.1543
H -0.2136 -2.6149 2.4944
H 0.0643 -1.6636 -5.7379
H -3.0694 -2.9983 4.9093
H -0.6723 -3.2308 4.7266
H 0.6359 3.2589 0.9949
H -3.2884 -0.9270 1.2107
H 6.5800 4.7180 -3.0204
H 3.6569 2.7857 -2.8762
H -2.2729 -2.0716 6.1756
H 4.6695 6.3210 -3.0057
H -4.7538 -0.4064 3.2213
H -2.9756 0.5780 2.0702
H 2.3967 0.8792 -2.0829
H -2.3774 -1.4131 -3.1806
H 0.6459 -3.9471 -1.9152
H -2.6133 0.0147 4.7499
H -0.7191 -0.6001 -4.5621
H 4.1664 4.7399 -3.6356
H -2.4734 -0.2899 -0.9482
H -4.0631 -0.7477 5.3922
H -0.8909 -0.1132 -1.6969
H 0.6199 -2.9514 0.4054
H -1.9421 -2.9751 2.5376
H 1.0712 -1.8075 -0.8516
H -1.7085 -2.2274 0.3474
H 6.1802 5.2318 -1.3744
H -4.1122 -2.0344 3.1047
H -0.4312 -1.4862 4.7239
H -2.6783 -2.5837 -1.8891
H 1.9161 5.2092 0.1825
H 5.6911 3.6349 -1.9386
H -1.0004 -0.1497 3.0318
H -1.5838 -2.0137 -5.1978
*
```

=====

[5]
Here is a single C4H4N2 molecule in a non-equilibrium geometry from the Open Molecules 2025 dataset. Energies are from ωB97M-V/def2-TZVPD.

Computed properties:
- strongest force on any atom (eV/Å) = 1.37
- total energy (hartree) = -264.201376
- energy relative to the best compared isomer or geometry (same formula, charge and spin) (kcal/mol) = 78.47

```
! wB97M-V def2-TZVPD RIJCOSX def2/J DEFGRID3
* xyz 0 1
N -0.9278 -1.7070 0.2110
N -0.2562 -2.6112 0.0472
C -1.5245 -0.5567 0.3359
C -0.7402 0.6127 -0.1066
C 0.5757 0.7227 -0.1231
C 1.8772 0.8765 -0.1192
H 2.5052 0.3407 -0.8350
H -2.6047 -0.5807 0.4396
H -1.3095 1.4487 -0.5146
H 2.4047 1.4542 0.6649
*
```

=====

[6]
Here is a molecular structure, C35H45N4O4P2SSbTi in a non-equilibrium geometry from the Open Molecules 2025 dataset. Energies are from ωB97M-V/def2-TZVPD.

Computed properties:
- strongest force on any atom (eV/Å) = 1.84
- total energy (hartree) = -4050.697361
- energy relative to the best compared isomer or geometry (same formula, charge and spin) (kcal/mol) = 9.92

```
! wB97M-V def2-TZVPD RIJCOSX def2/J DEFGRID3
* xyz 3 2
Sb 0.5117 2.9160 -0.4563
Ti 0.2831 0.0365 -0.1147
S -0.4882 -0.0694 -3.7250
P 3.0331 -1.3288 -0.0044
P 1.8329 -0.5028 2.6312
O 0.7087 0.2312 1.9021
O 2.2213 -0.0953 -0.4157
O -1.3161 -2.4763 2.1667
O -0.6468 -1.6049 0.2297
N -5.3430 -1.7032 4.1034
N -3.6029 -3.2126 4.5237
N -1.9279 0.5771 0.4275
N -5.7612 -3.6851 5.1667
C 2.8660 -2.3175 -2.5425
C 5.4906 0.8914 3.6405
C 3.2284 0.5811 2.8961
C 1.3198 -1.1746 4.2029
C 2.7804 -3.3118 -3.5007
C -3.7910 -0.8429 1.3992
C 2.6480 -4.6396 -3.1137
C -0.5252 3.7670 -2.1081
C 6.4874 0.7687 0.1393
C 7.0027 -1.5208 0.6951
C 5.6728 -1.8642 0.5343
C 5.1519 0.4351 -0.0168
C -4.8874 -2.8668 4.5795
C 4.3997 0.0644 3.4483
C 2.3888 -1.8998 1.6024
C 2.6775 -3.9868 -0.8028
C 4.7477 -0.8810 0.1832
C -1.3641 -1.6181 1.2983
C 5.4085 2.2363 3.3035
C 1.1182 -0.2643 5.2383
C 2.5979 -4.9771 -1.7700
C 3.1472 1.9278 2.5604
C -0.1652 -0.0487 -2.2451
C 1.1517 -2.5394 4.4279
C -4.6637 -0.0244 2.3524
C 0.7901 -2.9862 5.6882
C 2.3925 3.8945 -0.6442
C 0.5799 -2.0759 6.7134
C -0.3759 4.0207 1.1393
C 7.4078 -0.2058 0.4958
C 0.7371 -0.7154 6.4876
C 2.8043 -2.6529 -1.1874
C 4.2381 2.7558 2.7721
C -2.3100 -0.4252 1.4394
C -4.5814 -0.4880 3.8148
H -4.1461 -0.7834 0.3684
H 2.8353 -3.0580 -4.5502
H 1.3031 -3.2587 3.6354
H 7.7269 -2.2772 0.9628
H -3.5532 -0.6583 4.1474
H -4.9910 0.2860 4.4651
H -1.4611 4.0109 1.0417
H 6.4007 0.4938 4.0659
H 3.1747 -2.4448 2.1329
H 0.5859 -0.0107 7.2925
H 1.2834 0.7943 5.0739
H 2.6398 -4.2645 0.2424
H -3.8807 -1.8995 1.6630
H -2.1482 1.5134 0.7537
H -2.4904 0.4275 -0.4083
H 2.9961 -1.2826 -2.8418
H -6.6813 -3.3719 5.4284
H -0.0119 3.5234 -3.0362
H 2.2196 4.9140 -0.9848
H -5.5138 -4.6297 5.4084
H 2.5934 -5.4150 -3.8651
H -0.0978 3.6065 2.1067
H -3.3138 -4.0556 4.9920
H -0.5524 4.8486 -1.9961
H 1.5378 -2.5714 1.4424
H -5.7047 -0.0653 2.0324
H 6.2583 2.8837 3.4694
H -1.5467 3.3929 -2.1595
H 4.4633 -0.9790 3.7356
H -2.9279 -2.8540 3.8367
H 2.2232 2.3221 2.1527
H 2.9032 3.9207 0.3163
H 4.1770 3.8090 2.5344
H 0.3091 -2.4272 7.6992
H -6.3447 -1.5872 4.1325
H 2.5014 -6.0123 -1.4752
H -4.3801 1.0302 2.3118
H 5.3663 -2.8962 0.6643
H 8.4504 0.0560 0.6116
H 3.0201 3.3757 -1.3665
H 4.4233 1.1917 -0.2804
H -0.0444 5.0558 1.0842
H 6.8108 1.7881 -0.0201
H 0.6920 -4.0465 5.8758
H -2.0672 -0.0043 2.4222
*
```